1.
Entry from OMol25: a cluster of 6 separate species, C2H14O5 in total (ωB97M-V/def2-TZVPD).

Structure (ORCA input):
```
! wB97M-V def2-TZVPD RIJCOSX def2/J DEFGRID3
* xyz 0 1
C -1.1713 0.0596 4.1333
C -0.8346 1.2064 4.6859
H -2.2017 -0.1670 3.8743
H -0.4208 -0.4509 3.5411
H -1.5528 1.9552 5.0012
H 0.1908 1.4344 4.9453
O 2.8735 4.3770 -0.7640
H 2.1010 3.8768 -1.0380
H 3.6580 3.9841 -1.1496
O 1.3879 0.9973 -2.9888
H 1.4558 0.1107 -3.3640
H 0.8914 0.7948 -2.1848
O -4.8849 -0.2587 0.9308
H -4.8465 0.4495 0.2763
H -5.6996 -0.1270 1.4240
O 3.1799 -4.7236 -2.5746
H 2.8987 -5.0402 -1.7155
H 2.4319 -4.5055 -3.1318
O -0.6383 -1.3296 -1.7044
H -1.5900 -1.3962 -1.5495
H -0.4101 -0.7694 -0.9479
*
```

Calculated values
maximum force: 0.034 hartree/bohr
ΔE to the lowest compared entry with this formula, charge and spin: 201.9 kJ/mol
structure (SMILES): C=C.O.O.O.O.O
orbital gap: 10.34 eV

---

2.
Entry from OMol25: a cluster of 5 separate species, C2H15N2O4 in total (ωB97M-V/def2-TZVPD).

Structure (ORCA input):
```
! wB97M-V def2-TZVPD RIJCOSX def2/J DEFGRID3
* xyz 0 2
C -2.2886 0.0666 -1.9184
N 0.6474 1.2886 0.0908
C -0.1331 0.5548 -0.7780
N -1.4292 0.9084 -1.1400
H -3.0467 -0.4895 -1.3528
H -1.7073 -0.6485 -2.4984
H -2.8243 0.7033 -2.6292
H 0.2644 1.9315 0.7511
H 1.6124 1.0051 0.1505
H 0.2541 -0.3143 -1.2934
H -1.8459 1.6782 -0.6458
H -1.4765 -1.5498 1.2076
H -2.2238 -0.7108 2.2201
O -1.4569 -0.6812 1.6317
H 4.1002 0.1690 -0.4266
H 2.8221 -0.2312 -1.1717
O 3.1834 -0.1091 -0.2866
H 6.3127 0.6517 1.1574
H 6.7719 0.7438 -0.2547
O 6.0143 0.4449 0.2628
H -4.1805 -2.5100 2.3232
H -4.9992 -1.2861 1.9743
O -4.3707 -1.6156 2.6262
*
```

Calculated values
maximum force: 0.025 hartree/bohr
ΔE to the lowest compared entry with this formula, charge and spin: 0.0 kJ/mol
orbital gap (alpha / beta): 4.32 / 8.59 eV

---

3.
Entry from OMol25: a cluster of 5 separate species, C2H15N2O4 in total (ωB97M-V/def2-TZVPD).

Structure (ORCA input):
```
! wB97M-V def2-TZVPD RIJCOSX def2/J DEFGRID3
* xyz 1 1
C -0.3168 -0.1693 -0.9454
C -0.1854 -1.4862 -0.7187
N -0.7239 -2.1856 0.2881
N 0.4891 0.2641 -2.1442
H -0.7636 0.6219 -0.3707
H 0.4553 -2.0577 -1.3768
H -0.8069 -3.1842 0.3565
H -1.3432 -1.8023 0.9924
H 0.7299 1.2536 -2.1321
H -0.0474 0.1393 -3.0012
H 1.3378 -0.2834 -2.1141
H -3.0612 -0.4985 3.1146
H -2.6231 -1.8543 3.2929
O -2.6463 -1.1947 2.5845
H 3.1479 -1.4513 0.4400
H 2.3170 -0.2227 0.7880
O 2.4699 -0.8619 0.0828
H -1.3274 3.5572 1.9008
H -2.2198 2.4836 2.2808
O -1.9541 2.9570 1.4794
H 2.4932 2.7935 -1.2699
H 2.9985 1.4317 -0.7682
O 2.6139 1.8746 -1.5330
*
```

Calculated values
maximum force: 0.031 hartree/bohr
ΔE to the lowest compared entry with this formula, charge and spin: 151.0 kJ/mol
orbital gap: 9.30 eV

---

4.
Entry from OMol25: a cluster of 5 separate species, C2H15N2O4 in total (ωB97M-V/def2-TZVPD).

Structure (ORCA input):
```
! wB97M-V def2-TZVPD RIJCOSX def2/J DEFGRID3
* xyz 1 1
C -0.9989 -0.5287 -0.2666
C -0.6509 -0.0593 -1.4891
N 0.5226 -0.2921 -2.0910
N -2.0666 0.1731 0.4792
H -0.6961 -1.5097 0.0619
H -1.3416 0.6358 -1.9607
H 0.6576 0.1011 -3.0039
H 1.1741 -0.9363 -1.6685
H -2.0772 -0.1736 1.4300
H -2.9416 0.0697 -0.0410
H -1.9164 1.1814 0.4982
H 3.5723 -1.6012 -1.2841
H 3.3179 -2.1528 -2.7444
O 2.9102 -1.9200 -1.9071
H -0.0999 3.2416 -0.6169
H 0.4998 2.1030 0.2271
O -0.3010 2.6229 0.0956
H 1.2782 -1.7185 2.2966
H 1.7474 -2.9154 1.5334
O 1.9604 -2.4005 2.3220
H -1.5046 1.9161 3.4996
H -1.5139 2.4949 2.0648
O -1.5315 1.6685 2.5651
*
```

Calculated values
maximum force: 0.037 hartree/bohr
ΔE to the lowest compared entry with this formula, charge and spin: 167.8 kJ/mol
orbital gap: 9.43 eV

---

5.
Entry from OMol25: a cluster of 5 separate species, C2H15N2O4 in total (ωB97M-V/def2-TZVPD).

Structure (ORCA input):
```
! wB97M-V def2-TZVPD RIJCOSX def2/J DEFGRID3
* xyz 2 2
C -2.0272 0.2702 -0.0647
C -1.5743 -0.9011 -0.5774
N -0.2056 -1.2405 -0.1223
N -3.2581 0.8880 -0.2232
H -1.5376 0.7223 0.8095
H -1.9092 -1.6826 -1.2535
H 0.4617 -0.8829 -0.8771
H 0.0432 -0.7328 0.7961
H -0.1788 -2.2329 0.1328
H -3.7544 0.9703 -1.1146
H -3.8310 0.6953 0.6045
H -0.7114 2.7302 0.3630
H 0.2559 2.0806 -0.6235
O 0.1065 2.2229 0.3290
H 1.4516 -0.1143 -2.8177
H 2.3227 -0.4895 -1.5168
O 1.4912 -0.1160 -1.8566
H 2.7445 -0.9111 1.0507
H 3.9975 -1.2546 0.1950
O 3.0387 -1.3173 0.2298
H 0.4903 0.2998 2.7358
H 1.3953 0.9245 1.6901
O 1.1886 0.0715 2.1114
*
```

Calculated values
maximum force: 0.051 hartree/bohr
ΔE to the lowest compared entry with this formula, charge and spin: 133.9 kJ/mol
orbital gap (alpha / beta): 9.68 / 5.63 eV

---

6.
Entry from OMol25: a cluster of 5 separate species, C2H15NO4S in total (ωB97M-V/def2-TZVPD).

Structure (ORCA input):
```
! wB97M-V def2-TZVPD RIJCOSX def2/J DEFGRID3
* xyz 0 1
N 0.9966 0.8237 1.6375
C 1.7187 0.2784 0.5253
C 1.3910 1.0049 -0.8017
S 2.2599 0.0596 -2.0914
H 0.6581 0.0645 2.2146
H 1.4189 1.5012 2.2574
H 1.4320 -0.7828 0.4108
H 2.8222 0.1613 0.5459
H 0.3193 0.9614 -1.0248
H 1.6355 2.0559 -0.7043
H 1.3346 -0.6794 -2.8254
O -0.5642 -2.1750 1.1784
H -1.1313 -1.4131 0.9145
H -0.9119 -2.4144 2.0657
O -0.4055 -1.7744 -2.4715
H -0.0984 -1.8463 -1.5511
H -1.3313 -1.6027 -2.2525
O -1.5994 2.2396 0.3631
H -2.0773 2.5063 1.1649
H -0.7257 2.0652 0.7626
O -2.2972 -0.5917 -0.3984
H -1.9762 0.3108 -0.2882
H -2.8686 -0.7531 0.3687
*
```

Calculated values
maximum force: 0.035 hartree/bohr
ΔE to the lowest compared entry with this formula, charge and spin: 47.5 kJ/mol
structure (SMILES): NCCS.O.O.O.O
orbital gap: 8.75 eV

---

7.
Entry from OMol25: a structure of composition C2H16B3BeCl4 (ωB97M-V/def2-TZVPD).

Structure (ORCA input):
```
! wB97M-V def2-TZVPD RIJCOSX def2/J DEFGRID3
* xyz -1 1
Be -0.1189 0.0176 -0.6444
B 1.7747 0.7399 0.7352
H 0.6820 0.7396 1.1039
H 1.8543 1.5429 -0.0761
H 2.4673 0.9146 1.6196
H 1.9641 -0.3083 0.3010
B -1.0265 -1.0190 -2.7611
H 0.1180 -0.8368 -2.6484
H -1.2218 -1.8886 -2.0490
H -1.6281 -0.0838 -2.5107
H -1.2450 -1.4265 -3.8030
B -2.6324 -0.2991 0.0356
H -3.6944 -0.7032 0.1143
H -2.3673 0.2301 1.0177
H -1.8536 -1.1343 -0.1272
H -2.5324 0.4568 -0.8176
C 1.7725 -3.0811 1.0959
Cl 0.1544 -2.4580 0.7781
Cl 2.4119 -4.2035 -0.1831
H 2.4338 -2.2309 1.2531
H 1.7570 -3.5464 2.0789
C 0.2272 3.8230 1.0510
Cl 0.6751 3.3302 2.6937
Cl -0.8195 2.7206 0.1552
H -0.3147 4.7636 1.0761
H 1.1624 3.9405 0.5112
*
```

Calculated values
maximum force: 0.056 hartree/bohr
ΔE to the lowest compared entry with this formula, charge and spin: 102.4 kJ/mol
orbital gap: 8.27 eV

---

8.
Entry from OMol25: a structure of composition C2H16B3InN2O4 (ωB97M-V/def2-TZVPD).

Structure (ORCA input):
```
! wB97M-V def2-TZVPD RIJCOSX def2/J DEFGRID3
* xyz 0 1
C 2.9882 -0.7371 1.4424
C 3.0426 -1.2776 0.0007
B 1.7287 -1.2147 -0.8645
O 1.8103 -1.8885 -2.0821
In -0.2264 -0.1779 -0.2315
B -0.0831 1.9679 0.6799
N -1.2429 2.9165 0.7940
O 1.1251 2.4480 1.1716
B -1.6145 -1.5430 1.0516
N -2.4099 -1.0285 2.1936
O -1.7330 -2.9020 0.7854
H 3.6783 0.0996 1.5794
H 1.9929 -0.3840 1.7217
H 3.3153 -1.4919 2.1614
H 3.3651 -2.3284 0.0077
H 3.8029 -0.7478 -0.5880
H 1.4552 -1.3490 -2.7902
H -1.2394 0.0805 -1.9394
H -1.9464 2.5116 1.4129
H -1.7050 2.8876 -0.1150
H 1.6851 2.8317 0.4923
H -2.8576 -0.1544 1.9348
H -1.8523 -0.8249 3.0186
H -2.4765 -3.1261 0.2223
O -2.6004 1.4411 -2.9472
H -2.1134 1.3857 -3.7858
H -2.5337 0.5498 -2.3836
H -3.3552 2.0557 -2.9429
*
```

Calculated values
maximum force: 0.037 hartree/bohr
orbital gap: 5.30 eV

---

Question: Among the records above, which one has the lowest maximum force?
Answer: number 2